Molecular formula: C6H7FO
Method: DFT, ωB97M-V/def2-TZVPD

Structure (XYZ):
```
15
Properties=species:S:1:pos:R:3
C -0.51 -2.20 1.02
C -0.76 -1.16 0.39
C -0.54 0.23 -0.14
C -1.31 1.34 0.20
F -2.14 1.28 1.22
O 0.31 0.13 -1.12
C 1.63 -0.46 -1.23
C 2.56 0.31 -0.21
H -0.50 -3.32 1.07
H -1.16 2.17 -0.37
H 1.60 -1.51 -0.84
H 2.06 -0.35 -2.23
H 2.12 1.49 -0.39
H 3.65 0.23 -0.54
H 2.58 0.33 1.08
```

Calculated values
Gap between HOMO and LUMO ... 9.307 eV
Energy relative to the best compared isomer or geometry (same formula, charge and spin) ... 5.576 eV
HOMO ... -8.5 eV
SMILES ... C#C/C(=C\F)OCC
Molar mass ... 114.1 g/mol
Lowest unoccupied orbital energy ... 0.77 eV
Max |F| ... 6.0 eV/Å
Net charge ... 0